Entry 1:
A cluster of 6 separate species, C34H36F3PS in total at a distorted geometry. Source: OMol25; level of theory: the ωB97M-V functional and the def2-TZVPD basis.

Geometry as XYZ:
```
75
Properties=species:S:1:pos:R:3:forces:R:3:mulliken_charge:R:1
F 2.03111 0.83028 -3.53094 -0.77 -0.12 -0.92 -0.2477
C 1.40432 1.95444 -3.21416 0.04 -0.04 -0.23 0.1536
F 0.41214 1.69619 -2.38022 0.79 0.18 1.24 -0.1487
C 1.71125 3.17133 -3.69078 -0.54 0.29 -0.16 0.2548
F 1.76966 3.29746 -5.04416 1.56 -0.38 -0.06 -0.2974
C 2.09107 4.39352 -2.91472 -0.82 -0.15 0.57 -0.4589
C 3.17273 4.10511 -1.85379 -0.59 0.66 -0.43 -0.8156
P 3.51842 5.55528 -0.75708 0.98 -0.45 0.52 0.0400
S 1.76131 5.71254 0.45698 -0.43 0.39 -0.16 -0.2265
H 1.22271 4.80253 -2.38573 0.03 0.25 -0.17 0.3501
H 2.46888 5.13692 -3.61459 -0.26 0.02 -0.12 0.4322
H 4.13034 3.88907 -2.33091 -0.04 -0.31 0.06 0.4123
H 2.83950 3.27047 -1.23678 0.35 -0.06 0.10 0.3601
H 3.31205 6.59409 -1.69792 -0.48 -0.07 0.00 0.0483
H 1.43958 4.41420 0.52131 0.26 -0.09 -0.12 0.1269
C -3.81057 3.56547 1.85032 -0.02 0.02 -0.04 -0.2099
C -2.55948 4.11568 1.61383 0.01 0.00 0.02 -0.5485
C -1.77869 3.64223 0.56721 -0.01 0.02 0.07 0.1538
C -2.25177 2.62438 -0.24816 0.01 0.00 0.00 -0.3763
C -3.50603 2.07617 -0.01378 0.00 -0.01 0.00 -0.3565
C -4.28273 2.54409 1.03644 -0.02 0.05 -0.04 -0.6607
H -4.41718 3.93102 2.66900 0.01 -0.01 0.01 0.3663
H -2.19130 4.91404 2.24560 0.00 -0.01 0.00 0.3978
H -0.80071 4.07554 0.39490 -0.07 -0.01 -0.07 0.0247
H -1.64649 2.25774 -1.06574 0.01 -0.01 -0.01 0.4231
H -3.87674 1.28288 -0.65028 0.00 0.00 0.00 0.3808
H -5.25845 2.11139 1.22120 -0.01 0.01 -0.01 0.3919
C 1.07867 -2.91633 -5.07491 -0.01 -0.01 -0.01 -0.7168
C 1.07609 -1.57515 -5.43420 -0.01 -0.06 -0.06 -0.1804
C 0.43222 -1.17172 -6.59630 -0.01 0.00 0.01 -0.5132
C -0.21420 -2.10596 -7.39412 0.00 0.00 0.00 -0.3191
C -0.21350 -3.44605 -7.03288 0.00 0.00 -0.01 -0.4895
C 0.43575 -3.85089 -5.87494 -0.03 -0.01 0.01 -0.2200
H 1.58234 -3.23333 -4.16995 0.00 0.00 0.00 0.3934
H 1.57405 -0.84663 -4.81226 -0.01 -0.07 -0.05 0.4770
H 0.43426 -0.12678 -6.88032 0.00 0.00 0.00 0.3915
H -0.71863 -1.78947 -8.29810 0.00 0.00 0.00 0.3640
H -0.71803 -4.17499 -7.65407 0.01 0.00 0.00 0.3626
H 0.43891 -4.89703 -5.59512 -0.02 0.00 0.01 0.4944
C 2.59950 -7.38735 -6.03704 0.00 0.00 0.00 -0.3252
C 3.33755 -6.21924 -5.90671 0.01 0.00 0.03 0.2109
C 4.72069 -6.25717 -6.01780 0.00 -0.01 0.00 -0.5726
C 5.36433 -7.46147 -6.26654 0.00 0.00 0.00 -0.3250
C 4.62533 -8.62901 -6.39966 0.00 0.00 0.00 -0.4284
C 3.24293 -8.59271 -6.28180 0.00 0.00 -0.01 -0.4183
H 1.52046 -7.35939 -5.94823 0.00 0.00 0.00 0.3170
H 2.83559 -5.27943 -5.71825 0.02 0.01 -0.02 0.0967
H 5.29677 -5.34688 -5.91126 0.00 0.00 -0.01 0.3584
H 6.44268 -7.49035 -6.35707 0.00 0.00 0.00 0.3572
H 5.12730 -9.56797 -6.59515 0.00 0.00 0.01 0.3549
H 2.66691 -9.50382 -6.38140 0.00 0.00 -0.01 0.3544
C -4.17266 0.84688 4.12306 0.01 -0.06 0.03 -0.0777
C -5.36841 1.38118 4.58277 0.00 0.00 -0.01 -0.3439
C -5.68656 1.31713 5.93250 0.01 0.02 0.00 -0.4460
C -4.80408 0.72368 6.82489 0.00 0.01 -0.01 -0.4769
C -3.60704 0.19094 6.36591 0.01 -0.04 0.01 -0.4260
C -3.29277 0.24929 5.01499 -0.01 0.02 0.02 -0.6560
H -3.92701 0.89549 3.07152 0.03 0.00 0.01 0.3735
H -6.05505 1.84891 3.88741 -0.01 -0.01 0.00 0.3526
H -6.62178 1.72967 6.28913 0.00 0.01 0.00 0.3726
H -5.04928 0.67674 7.87852 0.00 -0.01 0.00 0.3787
H -2.91765 -0.27071 7.06127 -0.01 -0.02 -0.01 0.5648
H -2.36060 -0.16961 4.65742 0.00 0.00 0.00 0.3888
C -0.94805 1.48888 8.50079 -0.03 0.03 0.02 -0.3435
C -0.70791 1.19167 9.83524 0.01 -0.01 0.00 -0.4134
C 0.57261 0.85313 10.25093 0.00 0.00 0.00 -0.3591
C 1.61350 0.81882 9.33327 0.00 0.00 0.00 -0.3798
C 1.37342 1.11856 7.99922 0.00 -0.01 0.00 -0.3739
C 0.09182 1.45067 7.58224 0.00 0.00 -0.01 -0.4445
H -1.94591 1.75180 8.17411 0.01 0.02 0.00 0.5071
H -1.51910 1.22336 10.55153 0.00 0.00 0.00 0.3551
H 0.75968 0.61617 11.29050 0.00 0.01 0.00 0.3586
H 2.61271 0.55836 9.65816 0.00 0.00 0.00 0.3539
H 2.18592 1.09321 7.28429 0.00 0.00 0.00 0.3560
H -0.09869 1.68083 6.54139 0.00 0.01 0.00 0.3849
```
Forces are in eV/Å.

## Properties
Energy (eV): -64115.3392
SMILES: FC(F)=C(F)CCPS.c1ccccc1.c1ccccc1.c1ccccc1.c1ccccc1.c1ccccc1

***

Entry 2:
A structure of composition C34H36GeN6S2Sr at a distorted geometry. Source: OMol25; level of theory: the ωB97M-V functional and the def2-TZVPD basis.

Geometry as XYZ:
```
80
Properties=species:S:1:pos:R:3:forces:R:3:mulliken_charge:R:1
Sr -0.13677 0.17216 -1.01370 0.36 0.29 -0.73 1.9696
S -1.11948 -1.39068 1.06032 -0.21 -0.46 0.97 -0.5207
C -0.92639 -2.66894 -0.16343 0.00 -0.35 -0.03 0.6482
C -1.37193 -3.95795 0.09722 0.04 0.01 0.01 -0.5996
C -1.36211 -4.88145 -0.93583 0.03 0.07 -0.05 -0.3219
C -0.89618 -4.49141 -2.18442 0.03 -0.02 0.02 -0.6532
C -0.45002 -3.19415 -2.34797 0.11 -0.08 0.01 -0.5808
N -0.46553 -2.28975 -1.36065 -0.18 -0.44 -0.08 -0.1990
H -1.73399 -4.21381 1.08300 -0.04 0.01 -0.01 0.5473
H -1.72679 -5.88721 -0.77563 0.02 -0.01 0.02 0.4471
H -0.87921 -5.17951 -3.01731 0.00 0.01 0.00 0.4432
H -0.05652 -2.85979 -3.30043 -0.04 0.01 0.00 0.4837
S -5.28258 4.42622 0.91947 -0.17 0.15 -0.07 -0.1799
C -4.00794 3.42397 0.30951 0.17 -0.17 -0.12 1.0333
C -2.84909 3.31463 1.09528 -0.15 0.10 0.01 -1.0081
C -1.79920 2.55374 0.64820 0.00 0.02 0.00 -0.4702
N -1.81179 1.87850 -0.51485 -0.55 0.46 0.11 -0.2957
C -2.93109 1.96828 -1.24841 0.01 0.05 0.00 -0.6900
C -4.03313 2.71210 -0.89353 -0.07 0.04 0.03 -0.5938
C -6.53690 4.33283 -0.35175 0.17 -0.07 0.27 0.0994
C -6.44323 5.07995 -1.51583 -0.05 -0.02 -0.02 -0.0384
C -7.49241 4.98453 -2.42221 0.09 0.06 0.03 -0.3313
N -8.56645 4.23123 -2.21813 -0.12 -0.04 -0.08 -0.5396
C -8.64809 3.53736 -1.08974 0.05 -0.02 0.04 -0.3940
C -7.65557 3.55035 -0.11577 -0.02 0.01 -0.12 -0.0723
H -2.79214 3.83262 2.04369 0.10 -0.01 -0.01 0.4308
H -0.89382 2.48107 1.24391 -0.01 -0.01 0.01 0.4299
H -2.94419 1.41586 -2.18430 -0.03 0.01 0.00 0.4496
H -4.89661 2.73548 -1.54224 -0.01 0.01 0.00 0.4183
H -5.59423 5.72193 -1.70870 -0.01 0.00 0.00 0.4218
H -7.47296 5.54879 -3.34794 0.03 -0.01 0.02 0.3776
H -9.54344 2.94096 -0.95688 0.01 0.01 0.03 0.3718
H -7.75274 2.97585 0.79484 -0.03 -0.01 -0.01 0.4173
Ge 0.79677 -1.19325 2.38679 0.14 0.21 0.22 0.0497
C 0.17783 -1.29097 4.23063 0.23 -0.05 -0.53 0.4922
C 0.22697 -0.11062 4.96865 -0.02 -0.02 -0.05 -0.3800
C -0.15201 -0.11476 6.30248 -0.01 0.01 0.05 -0.6112
C -0.58344 -1.29316 6.89421 0.01 0.04 0.02 -0.4780
C -0.64235 -2.46806 6.15689 -0.01 -0.08 -0.05 -0.6669
C -0.25630 -2.47189 4.82587 0.00 0.00 -0.04 -0.1102
C 2.35798 -2.19853 1.75270 -0.48 0.21 0.21 0.5298
C 2.38387 -3.56524 1.48358 -0.09 -0.03 -0.06 0.0418
C 3.59140 -4.20103 1.23279 0.02 -0.06 -0.02 -0.6578
C 4.78006 -3.48400 1.27206 -0.02 0.07 0.00 -0.5513
C 4.76175 -2.12052 1.53632 0.07 -0.04 -0.02 -0.6727
C 3.55492 -1.47765 1.76876 -0.07 0.04 0.01 -0.4662
H 1.11478 0.30655 2.10109 -0.03 -0.18 -0.03 -0.0160
H 0.56121 0.81023 4.50437 0.01 0.01 0.05 0.3445
H -0.10569 0.79912 6.87956 -0.01 -0.01 0.00 0.3983
H -0.87137 -1.29769 7.93708 -0.02 0.00 -0.01 0.4008
H -0.98732 -3.38328 6.61925 0.02 0.01 0.02 0.4020
H -0.29317 -3.39318 4.25605 -0.01 -0.03 0.04 0.3279
H 1.46792 -4.14493 1.47985 0.01 0.00 0.01 0.4214
H 3.61135 -5.26358 1.02864 -0.02 0.00 0.01 0.4526
H 5.72257 -3.98931 1.10695 -0.01 -0.01 -0.01 0.4463
H 5.68742 -1.56087 1.57785 0.00 -0.01 0.00 0.4628
H 3.54353 -0.41406 1.98323 0.05 -0.01 0.00 0.3670
C 4.51284 -1.35374 -3.39756 -0.04 0.07 0.14 -0.8241
C 4.03238 -1.83374 -2.04242 0.01 -0.09 -0.22 -0.4914
N 2.96344 -0.95367 -1.56924 -0.02 0.00 0.03 0.3924
C 2.94651 0.39465 -1.83309 0.01 0.25 0.01 0.5767
N 2.03967 1.11573 -1.19833 0.63 0.12 -0.11 -0.8767
C 2.17127 2.56163 -1.39556 0.10 -0.13 -0.14 -0.8523
C 2.30337 2.86006 -2.88325 0.10 -0.06 0.19 -0.5806
C 3.58579 2.20525 -3.37004 -0.08 0.14 0.03 -0.7878
N 3.79844 0.89635 -2.74170 -0.03 -0.13 -0.07 0.1696
C 4.91613 0.10409 -3.26171 0.02 -0.18 -0.06 -0.6526
H 3.71408 -1.45212 -4.13609 0.02 0.00 -0.03 0.2945
H 5.35921 -1.95303 -3.72854 0.01 0.00 -0.01 0.4105
H 4.86551 -1.83439 -1.33502 -0.01 0.00 0.04 0.2449
H 3.64143 -2.84949 -2.09710 -0.02 0.01 0.03 0.3765
H 2.65092 -1.17115 -0.63357 0.09 0.04 0.11 -0.1820
H 3.06632 2.92700 -0.88060 -0.09 0.08 0.10 0.3227
H 1.30465 3.06070 -0.95730 0.02 0.03 0.00 0.3439
H 2.34171 3.93037 -3.07957 -0.03 0.00 -0.05 0.4066
H 1.43890 2.44324 -3.40737 -0.01 0.06 -0.06 0.1921
H 4.44479 2.84209 -3.14780 0.01 -0.01 0.00 0.3883
H 3.55047 2.06042 -4.45171 0.06 -0.01 0.00 0.4406
H 5.77810 0.19974 -2.59538 0.01 0.03 -0.03 0.2528
H 5.19794 0.51692 -4.22852 -0.02 0.05 0.02 0.4080
```
Forces are in eV/Å.

## Properties
ΔE to the lowest compared entry with this formula, charge and spin (kJ/mol): 22.6
Net charge: +2

***

Entry 3:
A structure of composition C34H36N3O2P2RuS at a distorted geometry. Source: OMol25; level of theory: the ωB97M-V functional and the def2-TZVPD basis.

Geometry as XYZ:
```
79
Properties=species:S:1:pos:R:3:forces:R:3:lowdin_spin:R:1
Ru 0.50002 0.47647 0.48429 1.10 1.84 -1.05 0.9104
C 3.63641 0.55734 -1.76075 -0.05 0.16 0.36 -0.0036
P 1.87482 0.23033 -1.42068 -1.34 -0.45 0.73 -0.0047
C 1.09182 1.32228 -2.69200 0.12 0.00 0.10 0.0038
N 1.33924 1.12208 -3.95517 0.13 -0.18 -0.08 0.0012
C 0.67259 1.87939 -4.85851 -0.22 0.26 -0.04 0.0016
C 0.85916 1.65565 -6.24091 0.07 -0.07 -0.04 0.0000
C 0.17704 2.41247 -7.14589 -0.05 0.05 -0.08 0.0012
C -0.71150 3.42860 -6.71405 0.03 -0.03 -0.16 0.0005
C -0.90379 3.66715 -5.38693 -0.10 0.09 0.03 0.0006
C -0.21642 2.89107 -4.42775 0.17 -0.23 -0.26 0.0010
N -0.39272 3.13960 -3.10949 -0.10 0.15 0.15 0.0034
C 0.22449 2.37473 -2.25308 0.09 0.06 0.15 0.0046
P 0.12752 2.63567 -0.41654 -0.33 -1.20 -0.20 -0.0058
C 1.43386 3.90774 -0.27461 0.00 -0.12 0.10 -0.0030
C -1.44742 3.60287 -0.07002 0.12 -0.08 -0.21 -0.0023
C -2.60799 2.62912 -0.30428 0.04 0.10 -0.03 0.0037
C -1.63987 4.88275 -0.88933 0.01 0.03 0.08 -0.0006
C -1.36640 3.99124 1.40439 -0.08 0.10 0.03 -0.0006
C 1.63794 -1.51974 -2.08549 0.06 0.11 0.04 -0.0007
C 2.10530 -2.46212 -0.96388 0.03 0.03 -0.02 -0.0007
C 2.43204 -1.84577 -3.35175 0.04 -0.07 0.02 -0.0003
C 0.13534 -1.68467 -2.35495 0.11 0.07 -0.07 0.0119
H 3.78671 0.52940 -2.83768 0.05 -0.02 -0.04 -0.0005
H 4.25208 -0.19608 -1.26997 0.01 0.01 -0.01 0.0000
H 3.91833 1.53882 -1.37813 0.01 -0.03 0.00 0.0001
H 1.54095 0.87353 -6.55565 -0.03 0.05 0.07 0.0000
H 0.31735 2.22902 -8.20429 -0.05 0.07 0.03 0.0001
H -1.24434 4.02462 -7.44455 0.04 -0.05 -0.02 0.0000
H -1.57756 4.44490 -5.04537 0.05 -0.08 0.04 0.0000
H 1.28110 4.67599 -1.03078 0.02 0.07 0.01 -0.0004
H 2.40287 3.43548 -0.42691 0.04 0.00 0.00 0.0002
H 1.42145 4.35386 0.71892 0.03 -0.01 0.02 0.0001
H -2.71355 2.39359 -1.36611 0.00 0.00 0.02 0.0002
H -3.54610 3.07202 0.04514 0.06 0.02 -0.05 0.0002
H -2.45017 1.69644 0.23937 -0.01 -0.05 0.06 0.0033
H -1.64464 4.68798 -1.95377 -0.05 0.00 -0.09 0.0000
H -0.85477 5.61330 -0.67313 -0.05 -0.05 -0.03 0.0000
H -2.59658 5.33848 -0.60924 0.07 -0.03 0.04 -0.0001
H -0.98571 3.17649 2.00625 0.02 -0.15 0.17 -0.0005
H -2.36360 4.24652 1.77768 0.06 0.02 -0.04 0.0000
H -0.71908 4.85981 1.54926 -0.03 -0.04 0.01 0.0000
H 1.76543 -3.48187 -1.16767 0.05 0.03 -0.07 0.0000
H 1.71926 -2.16635 0.00979 -0.10 -0.03 0.06 -0.0004
H 3.19924 -2.47846 -0.90295 -0.10 0.00 0.02 0.0000
H 3.50905 -1.83260 -3.16481 -0.07 -0.01 -0.02 0.0000
H 2.20928 -1.15460 -4.15861 -0.02 0.04 -0.07 0.0000
H 2.17152 -2.85841 -3.68232 0.03 0.07 0.06 0.0000
H -0.46657 -1.18984 -1.59224 -0.10 0.01 0.20 0.0114
H -0.14077 -2.74135 -2.35677 0.04 -0.01 -0.04 0.0004
H -0.13651 -1.25065 -3.32003 0.02 -0.02 0.02 0.0001
O -2.97765 -2.31313 2.23093 -0.40 -0.33 0.21 0.0016
C -2.00140 -1.69438 1.96397 0.41 0.09 -0.21 0.0023
O -1.15912 -2.13253 0.93921 0.25 0.11 0.18 0.0043
C -1.61962 -0.40953 2.61843 0.04 0.30 -0.34 0.0044
C -2.73310 0.20033 3.21323 -0.09 -0.07 -0.14 -0.0021
C -2.62023 1.33809 3.97803 -0.11 0.06 0.06 0.0034
C -1.36718 1.90218 4.15971 0.07 0.16 0.04 -0.0017
C -0.26731 1.33849 3.55210 0.12 0.18 -0.11 0.0032
C -0.32940 0.17259 2.76473 -0.09 -0.66 0.93 0.0006
S 1.24350 -0.58931 2.42892 -0.15 -0.36 -0.43 0.0476
H -3.69459 -0.27523 3.07494 0.01 0.05 0.02 -0.0002
H -3.49525 1.78044 4.43999 0.04 -0.07 -0.04 0.0003
H -1.25300 2.79260 4.76819 0.03 -0.05 -0.03 -0.0002
H 0.71347 1.77086 3.69358 0.03 0.02 0.03 0.0004
N -2.70703 -10.69504 -2.40312 0.04 0.18 0.08 0.0000
C -2.50211 -9.64706 -1.97412 0.01 -0.03 0.01 0.0000
C -2.25159 -8.32974 -1.44230 -0.05 -0.07 -0.04 0.0000
C -1.53283 -7.40331 -2.19317 0.05 -0.04 -0.07 0.0000
C -1.31402 -6.13173 -1.69882 0.00 0.02 0.01 0.0000
C -1.80855 -5.76541 -0.44602 -0.07 0.06 0.14 0.0000
C -2.52326 -6.70308 0.30471 0.01 0.03 -0.01 0.0000
C -2.74371 -7.97461 -0.18820 -0.03 -0.07 0.03 0.0000
C -1.59863 -4.44386 0.07589 0.09 -0.43 -0.31 0.0003
C -1.39387 -3.34554 0.49619 -0.04 0.46 0.11 0.0003
H -1.14737 -7.68947 -3.16306 -0.02 0.03 0.01 0.0000
H -0.76172 -5.41077 -2.28487 0.02 0.02 -0.01 0.0000
H -2.90605 -6.41723 1.27489 0.00 -0.02 0.00 0.0000
H -3.29612 -8.70058 0.39395 0.00 0.03 -0.01 0.0000
```
Forces are in eV/Å.

## Properties
Multiplicity: 2
ΔE to the lowest compared entry with this formula, charge and spin (kJ/mol): 224.8

***

Question: Which formula does entry 2 have?
Answer: C34H36GeN6S2Sr